{
  "formula": "C19H19ClN2O5",
  "method": "ωB97M-V/def2-TZVPD",
  "de_lowest_kcal_mol": 464.1,
  "homo_ev": -7.868,
  "orbital_gap_ev": 7.86,
  "lumo_ev": 0.00,
  "elements": ["H", "C", "H", "H", "C", "C", "C", "H", "H", "C", "H", "C", "C", "C", "C", "O", "Cl", "H", "C", "C", "C", "H", "C", "N", "O", "O", "C", "O", "C", "N", "H", "C", "H", "O", "H", "H", "H", "C", "H", "H", "H", "H", "H", "C", "H", "C"],
  "coordinates": [[4.9076, -3.2643, 0.0898], [2.4061, -2.5595, -2.4341], [1.0264, -0.5095, -1.4421], [-6.5542, 1.9385, -0.2025], [3.6197, 0.3190, 1.1789], [2.3974, 0.9708, 1.1640], [3.0940, -1.0929, -0.7317], [-2.5009, -0.4981, -1.3167], [2.3822, 1.8600, 1.6225], [-3.5218, -1.7929, -0.2105], [-5.4259, 2.4173, 0.8872], [-5.4279, -0.9596, 1.0055], [-2.7318, 2.2504, -1.7366], [1.8125, -0.3153, -0.9377], [-1.4603, 2.0806, -0.8625], [-0.5447, 0.9783, -1.0968], [-4.7990, -3.5104, 1.6790], [1.6019, -2.7141, -2.1274], [0.3397, 1.5626, -0.0631], [5.6690, -2.5602, -0.2750], [-4.5372, -1.8664, 0.7876], [-2.6799, 1.2739, -2.5340], [-4.0437, 0.5025, -0.3573], [-1.2730, 2.9782, -0.0802], [4.6574, 0.5029, 1.8972], [3.4099, -2.2625, -1.4900], [4.4562, 1.7415, 3.0321], [5.0786, -1.1470, 0.4310], [3.9206, -0.4807, 0.2888], [-0.1365, 2.4755, 0.8066], [-6.3579, -0.8275, 1.7929], [-5.2061, 0.3306, 0.4429], [2.8735, -3.3098, -2.8980], [-4.0172, 1.7492, -0.8715], [-2.9797, -2.5325, -0.0444], [4.4538, 2.6868, 2.4197], [3.5722, 1.5336, 3.5349], [1.5596, 0.7425, -0.1152], [5.7686, -2.1933, -1.3549], [2.2078, -1.7207, -3.3401], [5.4454, 1.8650, 3.5591], [-3.0330, 3.1702, -2.1377], [-6.8151, 1.3553, 1.7068], [-6.0117, 1.7782, 0.7407], [6.6344, -2.5165, 0.3249], [-3.2369, -0.4299, -0.7325]],
  "forces_ev_per_angstrom": [[0.77, -0.11, -0.90], [10.98, 6.58, -6.45], [-4.62, -2.15, -4.45], [-0.22, 0.19, 0.64], [-4.80, 6.88, 4.74], [-0.32, -2.53, -5.66], [-3.61, 3.13, 0.02], [5.75, 0.77, -4.65], [-0.95, 3.05, 1.97], [-5.87, 8.53, 2.00], [8.64, 9.62, 2.91], [-5.80, 7.59, 2.79], [-0.88, -8.14, 0.57], [7.05, -0.49, 3.79], [-3.70, -2.59, -6.38], [-1.15, 5.95, 3.23], [0.50, 1.69, -1.01], [-12.49, -2.77, 5.46], [0.11, -2.58, 1.12], [-0.46, 4.55, 1.34], [2.83, -5.52, -1.74], [-0.16, 3.30, 1.52], [-3.81, 3.88, 0.30], [2.06, 1.33, 5.47], [2.36, 4.79, 7.04], [-0.97, 3.37, 1.85], [3.52, -0.34, -4.10], [3.09, -1.78, -0.13], [1.64, -13.41, -11.63], [1.00, -1.37, -5.29], [2.53, -1.47, -1.96], [0.40, 1.18, 0.70], [0.91, -3.34, -2.13], [2.74, 3.04, -1.80], [5.71, -6.43, -0.26], [-0.68, -1.06, 0.40], [-1.23, -0.34, 1.17], [2.01, 1.79, 6.46], [-0.16, -1.52, 1.65], [0.93, -1.61, 2.47], [-1.36, -1.10, -0.18], [-0.05, 1.17, -0.23], [2.41, 2.09, -2.97], [-10.25, -15.13, -0.88], [-1.32, -0.51, -1.08], [-3.11, -8.16, 4.28]],
  "nbo_charge": [0.220, -0.162, 0.206, 0.218, 0.221, -0.249, 0.293, 0.210, 0.209, -0.200, 0.154, -0.282, -0.088, -0.263, 0.428, -0.481, -0.109, 0.137, 0.499, -0.227, 0.051, 0.197, 0.249, -0.261, -0.460, -0.507, -0.265, -0.568, 0.246, -0.300, 0.246, 0.031, 0.190, -0.528, 0.199, 0.199, 0.201, -0.117, 0.227, 0.141, 0.220, 0.234, 0.182, -0.487, 0.213, -0.267]
}

***

{
  "formula": "C19H19CrN2O3Si",
  "method": "ωB97M-V/def2-TZVPD",
  "de_lowest_kcal_mol": 14.7,
  "homo_ev": [-3.858, -4.359],
  "orbital_gap_ev": [6.68, 7.12],
  "spin_multiplicity": 5,
  "lumo_ev": [2.82, 2.76],
  "charge": -1,
  "elements": ["H", "H", "C", "O", "H", "C", "H", "H", "H", "C", "C", "O", "H", "C", "C", "H", "C", "H", "H", "H", "C", "C", "C", "N", "C", "C", "C", "C", "C", "H", "H", "H", "H", "C", "Cr", "O", "H", "N", "C", "C", "Si", "C", "H", "H", "H"],
  "coordinates": [[-2.6925, -0.9299, 0.7454], [-0.0567, -4.2543, -1.4943], [-1.6138, 2.9320, 0.2186], [3.8532, 0.9583, -1.1122], [5.7203, -0.7888, -1.5362], [-2.0882, 3.0382, 1.5419], [-4.4119, 3.9043, -1.4844], [3.1728, -1.5354, 2.6350], [-2.9234, -1.2377, -2.3984], [-4.2584, 3.7731, 0.6742], [-0.6096, -4.0911, -0.5662], [0.3117, 2.5294, -1.3165], [4.8247, -3.1535, 2.0238], [5.5306, -1.9351, 0.2999], [3.3719, -0.2457, 0.9705], [-2.6469, -2.6447, 1.4056], [5.1812, -0.8729, -0.5179], [-1.2975, 2.5689, -2.1736], [1.6779, 0.3416, 2.2800], [-3.8421, 3.4192, 2.8657], [-0.2282, -1.1334, -1.2266], [-2.4808, 3.2260, -0.8047], [0.6750, -0.3458, -1.5694], [1.6151, 1.4054, 0.5069], [2.2428, 0.5588, 1.3583], [4.1442, 0.0229, -0.2370], [-2.6178, -2.2958, -2.1859], [3.7153, -1.3373, 1.7537], [-0.2357, 2.4763, -0.1491], [6.4402, -2.5143, 0.1346], [0.0659, -3.9093, 0.2815], [-1.1845, -1.4316, 1.5031], [-1.3855, 2.7981, 2.3156], [-3.4189, 3.3934, 1.8016], [1.9316, 1.1822, -1.6088], [-2.1828, 3.0710, -2.1989], [-3.6296, -2.8131, -2.1225], [0.4856, 2.0414, 0.9248], [-2.0888, -1.8267, 0.9192], [4.6991, -2.2262, 1.4100], [-1.4572, -2.3871, -0.7547], [-3.8239, 3.6027, -0.6208], [-2.0005, -2.6997, -3.0368], [-5.2038, 4.2796, 0.8756], [-1.2803, -4.9130, -0.3303]],
  "forces_ev_per_angstrom": [[-0.27, -0.22, 0.20], [0.11, -0.28, 0.25], [0.48, 0.22, -0.77], [-0.42, -0.43, -0.09], [-0.82, 0.28, 1.86], [-1.08, -0.08, -0.17], [0.11, -0.21, 0.17], [-0.84, -0.12, 0.90], [0.71, -0.75, 0.10], [0.61, -0.27, 1.52], [-0.29, 1.21, 0.02], [-1.17, -0.33, -0.72], [0.18, 1.03, -0.56], [-0.86, -0.09, 0.82], [0.82, 1.07, -1.08], [0.19, 0.61, 0.23], [1.77, -0.39, -1.75], [-1.02, 1.10, -0.42], [0.54, 0.12, -0.09], [0.81, 0.12, -1.75], [1.77, 0.89, -0.61], [-1.30, -0.51, -3.49], [-1.75, -2.06, 0.03], [2.37, -1.46, 2.14], [-2.93, 2.21, -1.88], [-1.03, -0.55, 0.30], [-1.79, -0.16, -0.94], [0.15, -0.21, -0.64], [2.92, -0.59, 3.04], [-0.44, -0.07, -0.31], [0.11, -0.34, -0.31], [-1.25, -0.94, -0.56], [0.07, -0.13, 0.33], [-0.39, 0.52, -0.36], [0.02, 1.45, 0.84], [1.43, -0.85, 2.61], [1.36, 0.09, -0.06], [-1.65, -0.30, -0.95], [0.86, 0.39, 0.19], [1.32, -0.81, 0.14], [0.80, 0.28, 0.46], [0.70, 0.76, 0.97], [-0.88, 0.44, 0.51], [0.00, -0.52, -0.04], [-0.04, -0.10, -0.08]],
  "mulliken_spin": [0.000, -0.001, -0.007, 0.026, 0.000, -0.001, 0.000, 0.000, 0.000, -0.001, 0.005, -0.004, 0.000, 0.015, 0.070, -0.001, -0.029, 0.008, -0.006, 0.000, 0.440, -0.002, -0.440, -0.037, 0.007, -0.025, 0.005, 0.022, -0.026, 0.001, -0.001, 0.001, -0.001, 0.001, 3.985, -0.003, 0.000, 0.002, 0.006, -0.010, 0.005, 0.000, -0.002, 0.000, 0.000]
}

***

{
  "formula": "C19H19ErN3O5S",
  "method": "ωB97M-V/def2-TZVPD",
  "homo_ev": [-12.060, -12.064],
  "orbital_gap_ev": [8.00, 8.02],
  "spin_multiplicity": 4,
  "lumo_ev": [-4.06, -4.05],
  "charge": 1,
  "elements": ["N", "C", "H", "H", "H", "H", "N", "C", "H", "Er", "H", "S", "C", "H", "H", "O", "H", "H", "C", "H", "C", "C", "C", "H", "O", "C", "H", "C", "H", "C", "C", "C", "O", "H", "O", "H", "C", "O", "H", "H", "N", "C", "C", "C", "C", "H", "C", "C"],
  "coordinates": [[1.2709, -1.3508, -2.3885], [0.9902, 2.1399, 3.8570], [-0.1438, -2.6558, -3.1854], [-3.9728, -6.3761, 1.5086], [-1.6553, -0.7259, -3.9832], [-0.9531, -4.8937, -1.0915], [0.1500, -2.4730, -0.7947], [-3.5955, -4.2341, 1.7815], [0.5923, -1.6777, -4.3767], [0.6583, -0.2633, 1.6135], [3.3072, -0.7537, -2.2543], [2.3969, -1.1751, 0.0608], [1.1624, -1.6678, -1.0916], [0.4956, 3.8524, -0.4479], [3.1964, 1.0387, -3.9170], [0.9486, 7.8395, 2.1208], [2.6966, -1.5109, -3.7871], [-2.3591, -6.6943, -0.2374], [-2.6882, -3.2651, 1.4314], [1.9370, 1.2669, -2.5850], [-1.7006, -3.4785, 0.4193], [2.4707, -0.7599, -2.9864], [2.2838, 0.6652, -3.4301], [-4.4901, -4.1377, 2.4503], [-1.0142, -1.2976, 0.8284], [0.6812, 4.0522, 0.6320], [-0.6136, 0.2834, -2.9823], [-1.6271, -4.6764, -0.2166], [-2.8331, -2.3152, 1.8267], [0.1632, -1.6502, -3.3790], [0.7692, 5.5921, 2.4728], [-3.4120, -5.5219, 1.1826], [1.0258, 0.9497, 3.4493], [1.2865, 2.3540, 4.8770], [0.7837, 7.1603, 4.1418], [-1.5347, -1.1030, -2.2041], [-2.4927, -5.7433, 0.1991], [0.6918, 1.7779, 0.9419], [0.7852, 4.7102, 4.4492], [1.4472, 0.6832, -4.1248], [0.8479, 6.9743, 2.9725], [0.7886, 3.1726, 2.9363], [0.6915, 2.9476, 1.5064], [0.8331, 4.5448, 3.3614], [0.7545, 5.3531, 1.1177], [0.8155, 6.1395, 0.3952], [-0.9972, -0.7080, -3.1397], [-0.8386, -2.3884, 0.0697]],
  "forces_ev_per_angstrom": [[-0.04, 0.09, 0.34], [0.63, -0.60, -1.28], [-0.24, -0.75, 0.19], [-0.54, -0.08, 0.16], [-0.57, 0.06, -0.37], [-0.55, 0.58, 1.21], [-2.03, -0.82, 0.88], [-0.23, -1.77, -0.44], [0.12, 0.55, 0.00], [-0.59, 1.68, 0.65], [-0.64, -0.46, -0.44], [0.65, -0.55, -0.63], [-0.27, 0.18, -1.56], [0.54, 0.19, 1.01], [-0.44, 0.07, 0.32], [0.06, -0.08, 0.06], [0.27, 1.07, 0.32], [-0.04, -0.91, -0.41], [-0.50, -1.08, -0.83], [0.54, 0.12, 0.01], [-1.24, -0.08, 0.60], [1.11, -0.99, 0.45], [-0.72, -0.19, -0.52], [1.32, 0.39, -0.50], [0.53, -0.41, -0.87], [-0.58, 0.83, -0.16], [-0.14, 0.54, 0.13], [-0.36, -2.61, -1.19], [0.12, 1.56, 0.61], [0.84, -0.04, 1.21], [0.64, -0.67, 1.38], [-0.21, 0.60, 0.56], [-0.22, -0.74, 0.86], [-0.27, 0.06, 0.41], [-0.02, 0.10, 1.86], [0.55, 0.98, -1.44], [1.39, 2.12, -0.13], [-0.34, -0.85, 0.47], [0.34, 0.25, -0.62], [0.10, 0.28, -0.46], [-0.17, 0.06, -1.94], [-0.07, 2.12, -1.08], [0.29, -0.13, -0.18], [-0.78, -0.62, 0.77], [-0.10, -1.45, -1.52], [-0.16, 0.56, -0.02], [-0.21, -1.21, 1.41], [2.26, 2.02, 0.72]],
  "mulliken_spin": [-0.001, 0.000, 0.000, 0.000, 0.000, 0.000, 0.000, 0.000, 0.000, 3.038, 0.000, -0.009, -0.002, 0.000, 0.000, 0.000, 0.000, 0.000, 0.000, 0.000, 0.000, 0.000, 0.000, 0.000, -0.008, 0.000, 0.000, 0.000, 0.000, 0.000, 0.000, 0.000, -0.006, 0.000, 0.000, 0.000, 0.000, -0.011, 0.000, 0.000, 0.000, 0.002, 0.000, 0.000, 0.000, 0.000, 0.000, -0.003]
}

***

{
  "formula": "C19H19IN2O2Pd",
  "method": "ωB97M-V/def2-TZVPD",
  "de_lowest_kcal_mol": 0.0,
  "homo_ev": [-7.712, -7.865],
  "orbital_gap_ev": [7.01, 6.46],
  "spin_multiplicity": 3,
  "lumo_ev": [-0.71, -1.40],
  "elements": ["C", "H", "C", "H", "C", "C", "C", "N", "C", "H", "C", "C", "C", "H", "C", "I", "C", "H", "N", "H", "C", "H", "H", "C", "H", "H", "H", "C", "C", "O", "H", "C", "H", "Pd", "C", "H", "O", "H", "H", "H", "C", "H", "H", "C"],
  "coordinates": [[-3.6517, 0.5500, -2.9241], [-4.6339, 0.1998, -3.2321], [-3.4824, 1.7776, -2.2819], [-4.3158, 2.4424, -2.0753], [-1.7026, -1.7786, 4.2903], [-0.1983, -2.1376, -2.9808], [0.7317, -0.5093, 3.7333], [0.8758, -0.4206, -1.7260], [-2.5373, -0.2523, -3.1503], [1.2337, -0.8857, 5.7831], [0.7574, -3.0448, -2.5380], [0.4767, -1.0027, 5.0106], [-1.4565, -1.2832, 3.0096], [1.6374, 0.0441, 3.4917], [3.3244, 1.9697, -0.6147], [-0.6811, 2.9079, 1.5143], [-0.7277, -1.6713, 5.2895], [1.4728, 2.9354, 0.1054], [-1.1652, 1.2932, -1.9470], [2.5909, -3.2750, -1.3719], [1.8749, -1.2517, -1.3957], [2.6807, -0.8252, -0.8030], [4.2592, 2.2792, -1.0913], [2.4968, 3.1999, -0.2640], [2.3705, 3.8648, -1.1210], [0.6835, -4.0946, -2.8217], [-2.2082, -1.3457, 2.2221], [1.8167, -2.6070, -1.7396], [0.0992, -0.3425, 1.2966], [1.2933, 0.1318, 1.0724], [3.5767, 1.3940, 0.2767], [-1.2906, 0.1147, -2.6027], [-2.6555, -2.2706, 4.4917], [0.5554, 1.3898, -0.5553], [-0.1637, -0.8119, -2.5010], [-1.9755, 3.0813, -1.3452], [-0.8088, -0.4271, 0.4232], [-2.6008, -1.2057, -3.6672], [-0.8931, -2.1492, 6.2529], [2.9540, 3.7293, 0.5752], [-0.2072, -0.7296, 2.7149], [2.7969, 1.2935, -1.3003], [-1.0087, -2.4127, -3.6507], [-2.1940, 2.1362, -1.8530]],
  "forces_ev_per_angstrom": [[0.35, 0.24, 0.03], [0.17, 0.19, -0.02], [0.50, -0.07, 0.06], [0.13, -0.13, -0.12], [0.08, 0.08, 0.03], [-0.17, 0.83, 0.26], [-0.39, -0.30, -0.19], [0.42, -0.42, -1.11], [0.83, -0.01, 0.41], [-0.20, -0.01, -0.06], [0.24, 0.10, -0.07], [-0.25, -0.12, 0.01], [0.33, -0.20, 0.18], [-0.14, -0.29, 0.09], [0.57, -0.04, -0.21], [-0.14, 0.12, -0.31], [0.20, 0.05, -0.60], [0.65, 0.70, 0.09], [-0.13, 0.17, -1.04], [-0.20, 0.03, -0.17], [-0.92, -0.48, -0.54], [-0.22, -0.18, -0.07], [-0.03, -0.14, 0.01], [-0.14, -0.32, -0.24], [0.08, 0.03, 0.15], [0.04, 0.28, 0.02], [0.27, -0.06, 0.20], [-0.08, 0.51, 0.02], [0.52, 0.42, 0.35], [-1.28, -0.42, 0.16], [-0.09, 0.01, -0.01], [-1.55, 1.01, 0.26], [0.27, 0.16, 0.05], [-1.78, -0.60, 1.46], [1.54, -1.43, 0.61], [-0.25, -0.38, -0.16], [1.15, 0.48, 0.35], [-0.29, 0.25, 0.12], [0.03, 0.28, -0.09], [-0.21, 0.10, -0.13], [-0.13, 0.01, 0.06], [0.41, 0.25, -0.05], [0.26, -0.27, 0.23], [-0.46, -0.40, -0.02]],
  "mulliken_spin": [-0.003, 0.000, 0.004, 0.001, 0.001, 0.002, 0.002, 0.077, 0.001, 0.000, -0.003, 0.001, 0.002, 0.000, 0.007, 0.296, -0.001, -0.005, 0.060, 0.001, -0.004, 0.002, 0.000, 0.066, -0.006, 0.000, 0.002, 0.003, -0.046, 0.123, -0.001, 0.012, 0.000, 1.291, -0.017, -0.003, 0.122, 0.001, 0.000, 0.005, 0.008, -0.007, 0.002, 0.006]
}

***

{
  "formula": "C19H19N3OPtS2",
  "method": "ωB97M-V/def2-TZVPD",
  "de_lowest_kcal_mol": 7.7,
  "homo_ev": [-5.102, -7.462],
  "orbital_gap_ev": [5.27, 5.04],
  "spin_multiplicity": 3,
  "lumo_ev": [0.17, -2.43],
  "elements": ["C", "S", "H", "C", "H", "C", "H", "O", "C", "H", "N", "C", "C", "C", "H", "H", "S", "Pt", "C", "H", "C", "C", "C", "H", "H", "H", "C", "C", "H", "C", "H", "C", "C", "H", "N", "H", "H", "H", "C", "C", "N", "C", "H", "H", "H"],
  "coordinates": [[9.5814, -1.1127, 15.2758], [7.8056, 1.9102, 16.8487], [6.6461, 1.7993, 21.5612], [3.9937, 6.1399, 13.9052], [4.9493, 6.7520, 17.1411], [5.0055, 6.5019, 16.0343], [4.7757, 4.5240, 12.7078], [8.4556, -2.0294, 18.7925], [6.5693, -2.0564, 21.9721], [7.6078, 4.3625, 16.4328], [9.1072, -0.7137, 16.2439], [6.6446, 2.2830, 18.0530], [5.9193, 4.8494, 14.5173], [7.1049, -1.5268, 20.7576], [3.1213, 6.3201, 13.2692], [11.2384, -1.7115, 14.1600], [5.6767, 3.6554, 17.7752], [8.1695, -0.2270, 17.8713], [6.9233, -0.0948, 20.6382], [7.0094, 5.5759, 17.7017], [6.6092, 0.7401, 21.8806], [6.7486, 4.8437, 16.8656], [8.5606, -3.4612, 20.6653], [3.4975, 7.8179, 15.2879], [8.7468, -4.6623, 22.3549], [10.2949, -0.3957, 13.4913], [9.4981, -2.4962, 13.3095], [5.9771, 5.4644, 15.7613], [9.3549, -3.9889, 20.1099], [8.0316, -2.3009, 19.9769], [6.5654, 3.9988, 14.3714], [4.0867, 6.9087, 15.0772], [4.8655, 5.1126, 13.6170], [5.6967, -1.6541, 22.3621], [6.9462, 0.4335, 19.4033], [5.6211, 0.3808, 22.3299], [6.8939, -3.4995, 23.5726], [9.4883, -2.4165, 12.2101], [10.1972, -1.3948, 14.0035], [8.1667, -3.8493, 21.9208], [6.4902, 1.7299, 19.2633], [7.1408, -3.1560, 22.5814], [9.9679, -3.4551, 13.3949], [8.4717, -2.6542, 13.6249], [7.4078, 0.6272, 22.6012]],
  "forces_ev_per_angstrom": [[-0.14, 1.10, 1.26], [0.28, -1.93, 0.85], [-0.67, -0.57, 0.42], [-1.05, 0.75, -0.16], [0.04, 0.51, -1.65], [1.35, -1.42, 1.39], [-0.08, 0.12, 0.18], [-0.01, -0.18, 0.15], [1.79, -2.26, -0.22], [0.45, -0.24, 0.35], [0.91, -1.45, -1.10], [0.85, -0.12, 0.89], [-0.66, -0.25, 0.12], [-0.51, 2.61, 0.59], [0.51, 0.06, -0.09], [-0.17, 0.29, 0.27], [-0.93, 0.74, 0.02], [-1.56, 1.96, 0.61], [-0.29, -1.89, 1.77], [0.07, -0.77, -1.43], [-0.80, -0.23, -1.11], [0.05, 1.13, 1.38], [0.37, 0.44, -1.17], [-0.11, -0.91, -0.30], [-0.50, 0.07, 0.22], [-0.46, -1.07, 0.14], [-1.24, -1.20, -2.26], [-2.54, 1.25, -0.32], [-0.49, 0.20, 0.43], [0.30, -1.39, 0.62], [0.23, -0.12, -0.33], [0.59, -0.06, 0.50], [1.03, 0.17, 0.56], [-1.16, 1.02, 0.85], [0.99, 2.97, -2.93], [1.25, 1.12, -0.46], [-0.56, 0.08, 0.09], [-0.12, 0.58, 0.35], [1.55, 1.18, 0.05], [1.11, 0.02, -0.88], [0.00, -2.13, -0.54], [-0.15, 0.42, -0.24], [0.54, -0.48, 0.73], [-0.15, 0.27, 0.02], [0.09, -0.38, 0.40]],
  "mulliken_spin": [0.011, 0.072, 0.002, -0.001, 0.000, 0.000, 0.000, 0.148, 0.045, -0.001, 0.010, 0.216, 0.004, 0.102, 0.000, 0.001, 0.079, 0.122, 0.413, 0.001, -0.004, 0.023, -0.009, 0.000, 0.008, 0.000, 0.000, -0.005, -0.006, 0.232, 0.002, 0.001, -0.003, 0.010, 0.315, 0.016, 0.007, 0.000, 0.002, 0.120, 0.003, 0.054, 0.000, 0.000, 0.009]
}